C3H4NP in the gas phase at a distorted geometry. Source: the Open Molecules 2025 dataset; level of theory: ωB97M-V with the def2-TZVPD basis set.

Element x y z (Å)
C (-1.16, 0.31, -0.44)
C (-0.02, 0.93, -0.34)
C (0.16, -1.61, -0.08)
N (-1.04, -1.27, -0.26)
P (1.37, -0.14, -0.30)
H (-2.14, 0.55, -0.62)
H (0.06, 2.00, -0.24)
H (0.38, -2.64, -0.06)
H (1.61, 0.26, 0.97)

## Properties
HOMO (spin up / spin down)   -5.414 / -9.527 eV
Net charge   0
Maximum force   6.58 eV/Å
Spin multiplicity   3
⟨S²⟩   2.013
Kohn-Sham gap (spin up / spin down)   6.53 / 6.71 eV
Relative energy (zero: lowest compared OMol25 entry of this formula, charge and spin)   57.7 kcal per mole

C23H31FN2O2S in the gas phase at a distorted geometry. Source: the Open Molecules 2025 dataset; level of theory: ωB97M-V with the def2-TZVPD basis set.

Element x y z (Å)
C (-1.95, -1.41, 2.46)
C (-0.96, -0.73, 1.51)
N (-0.31, -1.67, 0.63)
C (0.98, -2.21, 1.03)
C (2.12, -1.61, 0.21)
C (3.44, -2.32, 0.46)
C (4.54, -1.66, -0.37)
C (4.61, -0.17, -0.05)
N (3.35, 0.52, -0.25)
C (2.99, 0.83, -1.62)
C (2.63, 2.32, -1.75)
C (1.44, 2.66, -0.91)
C (1.60, 3.15, 0.38)
C (0.51, 3.41, 1.19)
C (-0.78, 3.18, 0.72)
C (-0.93, 2.70, -0.57)
F (-2.18, 2.49, -1.04)
C (0.15, 2.44, -1.39)
C (2.29, -0.11, 0.52)
C (-0.90, -2.26, -0.45)
O (-0.33, -3.15, -1.07)
C (-2.24, -1.84, -0.90)
C (-3.06, -2.61, -1.69)
C (-4.22, -1.85, -1.92)
C (-4.03, -0.65, -1.28)
C (-4.90, 0.53, -1.19)
S (-5.83, 0.59, 0.41)
C (-4.55, 1.35, 1.44)
O (-2.83, -0.65, -0.65)
H (-1.44, -2.19, 3.03)
H (-2.76, -1.88, 1.90)
H (-2.37, -0.69, 3.15)
H (-1.48, 0.03, 0.91)
H (-0.19, -0.22, 2.09)
H (0.96, -3.29, 0.85)
H (1.13, -2.03, 2.09)
H (1.86, -1.73, -0.85)
H (3.70, -2.25, 1.52)
H (3.36, -3.38, 0.21)
H (5.51, -2.13, -0.16)
H (4.32, -1.80, -1.43)
H (5.37, 0.32, -0.66)
H (4.88, -0.04, 1.00)
H (2.15, 0.22, -1.97)
H (3.84, 0.63, -2.28)
H (2.42, 2.53, -2.81)
H (3.48, 2.92, -1.44)
H (2.60, 3.32, 0.75)
H (0.65, 3.78, 2.19)
H (-1.65, 3.37, 1.34)
H (-0.02, 2.06, -2.38)
H (1.36, 0.42, 0.32)
H (2.54, 0.01, 1.58)
H (-2.84, -3.60, -2.04)
H (-5.08, -2.13, -2.49)
H (-4.34, 1.46, -1.25)
H (-5.66, 0.49, -1.96)
H (-4.34, 2.35, 1.07)
H (-3.66, 0.74, 1.42)
H (-4.95, 1.41, 2.45)

## Properties
HOMO   -8.144 eV
Net charge   0
SMILES   CCN(C[C@@H]1CCCN(CCc2cccc(F)c2)C1)C(=O)c1ccc(CSC)o1
Maximum force   1.39 eV/Å
Kohn-Sham gap   8.88 eV

A molecular structure, C38H38AlFN5O7S2 at a distorted geometry. Source: the Open Molecules 2025 dataset; level of theory: ωB97M-V with the def2-TZVPD basis set.

Element x y z (Å)
Al (0.37, 0.19, 1.89)
F (0.75, -2.16, -4.33)
C (0.86, -0.91, -3.82)
C (1.25, -0.72, -2.53)
C (1.38, 0.61, -2.02)
C (1.12, 0.94, -0.66)
O (1.20, -0.05, 0.20)
C (0.83, 2.32, -0.40)
C (1.35, 3.28, -1.25)
N (1.84, 2.95, -2.50)
C (2.55, 3.90, -3.30)
C (3.90, 3.53, -3.81)
C (3.77, 4.50, -2.72)
C (1.53, 1.65, -2.98)
C (1.21, 1.43, -4.34)
C (0.74, 0.20, -4.74)
N (0.17, 0.11, -6.02)
C (1.02, 0.14, -7.24)
C (0.32, 0.95, -8.36)
N (-1.19, 0.78, -8.40)
C (-1.67, -0.43, -7.60)
C (-1.26, -0.26, -6.16)
C (0.03, 2.76, 0.74)
O (-0.32, 3.97, 0.82)
O (-0.33, 1.84, 1.61)
H (1.25, -1.54, -1.83)
H (1.24, 4.34, -1.01)
H (2.00, 4.68, -3.85)
H (3.99, 3.88, -4.86)
H (4.31, 2.56, -3.44)
H (3.99, 5.53, -3.05)
H (4.03, 4.18, -1.71)
H (1.45, 2.25, -5.06)
H (1.30, -0.88, -7.52)
H (2.00, 0.63, -7.03)
H (0.76, 0.73, -9.35)
H (0.55, 2.04, -8.19)
H (-1.49, 0.67, -9.38)
H (-1.70, 1.59, -7.96)
H (-1.14, -1.31, -8.06)
H (-2.75, -0.55, -7.66)
H (-1.51, -1.21, -5.61)
H (-1.89, 0.50, -5.61)
O (1.99, -3.34, 1.42)
C (0.97, -2.64, 1.40)
O (0.85, -1.59, 2.15)
C (-0.11, -2.98, 0.42)
C (0.02, -4.20, -0.30)
C (-0.99, -4.58, -1.12)
C (-2.20, -3.85, -1.17)
C (-2.36, -2.68, -0.45)
C (-1.29, -2.22, 0.35)
S (-1.81, -0.63, 0.95)
H (0.90, -4.79, -0.27)
H (-0.84, -5.49, -1.66)
H (-3.02, -4.30, -1.78)
H (-3.33, -2.19, -0.42)
C (4.20, 0.71, 4.39)
N (3.15, 1.66, 4.53)
C (2.06, 1.70, 3.72)
N (1.19, 2.66, 4.13)
O (1.91, 0.94, 2.73)
H (3.91, -0.05, 3.67)
H (4.41, 0.21, 5.33)
H (5.11, 1.18, 3.97)
H (3.25, 2.39, 5.25)
H (1.51, 3.37, 4.75)
H (0.34, 2.81, 3.60)
O (-0.66, 0.20, 3.56)
S (-0.56, -0.64, 4.87)
C (-1.42, -2.20, 4.64)
C (-0.97, -3.31, 5.39)
C (-1.69, -4.49, 5.31)
C (-2.83, -4.53, 4.55)
C (-3.28, -3.47, 3.78)
C (-2.56, -2.28, 3.85)
C (-1.82, 0.09, 5.87)
C (-2.78, 0.91, 5.31)
C (-3.77, 1.39, 6.15)
C (-3.75, 1.14, 7.52)
C (-2.66, 0.46, 8.08)
C (-1.73, -0.10, 7.25)
H (-0.04, -3.18, 5.91)
H (-1.31, -5.37, 5.83)
H (-3.37, -5.48, 4.47)
H (-4.16, -3.51, 3.14)
H (-2.81, -1.40, 3.24)
H (-2.72, 1.11, 4.23)
H (-4.58, 2.00, 5.73)
H (-4.60, 1.45, 8.11)
H (-2.59, 0.29, 9.14)
H (-0.94, -0.78, 7.60)

## Properties
HOMO   -7.732 eV
Net charge   +1
Maximum force   4.18 eV/Å
Kohn-Sham gap   4.37 eV
Relative energy (zero: lowest compared OMol25 entry of this formula, charge and spin)   11.6 kcal per mole

Among the records above, which one has the highest maximum force? C3H4NP

Number 3 is which compound? C38H38AlFN5O7S2

What is the net charge in the second record? 0